*1*
This record from OMol25 describes a gas-phase ion, C5H12N (charge +1). The level of theory is ωB97M-V/def2-TZVPD.

Each line ends with the natural charge from an NBO analysis.
Positions of all 18 atoms, in Å:
C1 2.04 -0.88 -0.43  -0.641
C2 0.56 -0.33 -0.32  0.009
C3 -0.21 -0.15 1.00  -0.489
C4 -0.82 1.30 1.16  -0.201
C5 -2.04 1.79 0.94  -0.382
N1 -0.34 -1.06 -1.46  -0.725
H1 2.27 -1.73 0.32  0.241
H2 2.28 -1.11 -1.38  0.213
H3 2.76 -0.14 0.03  0.264
H4 0.65 0.72 -0.82  0.225
H5 0.49 -0.37 1.85  0.258
H6 -0.88 -0.90 1.12  0.228
H7 -0.06 2.04 1.44  0.216
H8 -2.24 2.88 1.03  0.224
H9 -3.04 1.35 0.87  0.217
H10 -1.23 -0.52 -1.40  0.458
H11 -0.39 -2.04 -1.50  0.436
H12 0.19 -0.85 -2.44  0.451

Computed properties:
net charge = +1
spin multiplicity = 1



*2*
This record from OMol25 describes a gas-phase ion, C5H12N (charge +1). The level of theory is ωB97M-V/def2-TZVPD.

Each line ends with the natural charge from an NBO analysis.
Positions of all 18 atoms, in Å:
C1 0.07 -1.53 -1.62  -0.642
C2 0.21 -0.03 -1.53  -0.394
C3 0.82 0.51 -0.22  -0.470
C4 -0.10 0.38 0.95  0.124
C5 -0.46 -0.76 1.51  -0.351
N1 -0.53 1.63 1.63  -0.684
H1 -0.21 -1.93 -2.60  0.245
H2 1.04 -1.98 -1.44  0.216
H3 -0.78 -1.94 -1.06  0.216
H4 0.82 0.39 -2.35  0.230
H5 -0.72 0.46 -1.84  0.211
H6 1.01 1.56 -0.48  0.225
H7 1.76 0.00 -0.04  0.252
H8 -1.05 -0.87 2.42  0.222
H9 -0.07 -1.71 1.19  0.252
H10 -0.70 2.42 1.01  0.448
H11 -1.35 1.47 2.20  0.452
H12 0.24 1.92 2.25  0.449

Computed properties:
net charge = +1
spin multiplicity = 1



*3*
This record from OMol25 describes 2 unconnected molecules or ions with the total composition C5H12N. The level of theory is ωB97M-V/def2-TZVPD.

Each line ends with the natural charge from an NBO analysis.
Positions of all 18 atoms, in Å:
C1 -1.34 3.24 1.95  -0.854
C2 -0.73 -0.22 0.15  -0.067
N1 -1.37 0.87 0.39  -0.245
C3 2.33 -2.01 -1.16  -0.575
C4 0.75 -1.96 -0.79  -0.550
C5 0.26 -0.56 -0.85  0.318
H1 -1.49 2.35 2.56  0.219
H2 -2.23 3.53 1.35  0.224
H3 -0.51 3.03 1.27  0.180
H4 -1.12 4.13 2.71  0.244
H5 2.78 -2.97 -1.44  0.267
H6 -0.74 -0.97 0.95  0.212
H7 2.34 -1.29 -1.99  0.212
H8 2.95 -1.53 -0.37  0.237
H9 0.55 -2.37 0.20  0.247
H10 0.25 -2.69 -1.46  0.345
H11 -1.05 1.57 -0.29  0.350
H12 0.13 0.01 -1.77  0.235

Computed properties:
net charge = +1
spin multiplicity = 1



Consider the structures shown above. The most stable of them is *2*.